Record 1
{"formula": "C4H14O2", "method": "ωB97M-V/def2-TZVPD", "e_homo_ev": -10.9, "gap_ev": 11.8, "multiplicity": 1, "smiles": "CC(C)C.O.O", "symbols": ["C", "C", "C", "C", "H", "H", "H", "H", "H", "H", "H", "H", "H", "H", "O", "H", "H", "O", "H", "H"], "positions_angstrom": [[-0.092, 0.700, -2.534], [-0.062, 0.343, -1.067], [1.250, 0.899, -0.442], [-1.283, 0.864, -0.273], [-0.987, 0.317, -3.034], [-0.017, 1.772, -2.697], [0.772, 0.197, -2.982], [-0.089, -0.741, -0.997], [1.505, 0.346, 0.450], [1.120, 1.956, -0.264], [2.056, 0.799, -1.147], [-1.796, 0.008, 0.189], [-1.053, 1.626, 0.461], [-2.048, 1.269, -0.946], [0.089, -4.465, 1.919], [-0.648, -4.906, 1.489], [0.859, -5.022, 1.780], [0.005, 1.102, 3.114], [0.619, 0.896, 3.846], [-0.198, 2.039, 3.134]], "mulliken_charge": [-1.5677, 0.9158, -1.5037, -1.1760, 0.3996, 0.3330, 0.4005, 0.2191, 0.3194, 0.3758, 0.4227, 0.2637, 0.2139, 0.3777, -0.6371, 0.3192, 0.3183, -0.6105, 0.3055, 0.3108]}

Record 2
{"formula": "C34H30N4O7P", "method": "ωB97M-V/def2-TZVPD", "e_homo_ev": -11.2, "gap_ev": 7.5, "multiplicity": 1, "total_charge": 1, "symbols": ["N", "C", "C", "O", "C", "C", "N", "C", "P", "N", "O", "N", "C", "O", "H", "H", "H", "H", "H", "H", "H", "H", "H", "H", "H", "H", "H", "H", "C", "C", "C", "C", "C", "C", "C", "O", "C", "C", "C", "C", "C", "C", "C", "O", "H", "H", "H", "H", "H", "H", "H", "H", "C", "C", "C", "C", "C", "C", "C", "O", "C", "C", "C", "C", "C", "C", "C", "O", "H", "H", "H", "H", "H", "H", "H", "H"], "positions_angstrom": [[-2.610, 0.417, 1.661], [-3.774, -0.036, 0.824], [-3.187, -0.357, -0.630], [-3.103, 0.868, -1.368], [-4.039, -1.480, -1.403], [-3.040, -2.216, -2.340], [-1.922, -1.517, -2.867], [-1.190, -2.411, -3.620], [0.395, -1.725, -4.390], [1.083, -0.726, -3.095], [1.497, -2.977, -4.623], [-1.782, -3.648, -3.642], [-2.974, -3.566, -2.837], [-3.879, -4.571, -2.562], [-2.076, 1.066, 1.062], [-1.962, -0.376, 1.772], [-4.445, 0.855, 0.730], [-4.248, -0.938, 1.291], [-2.166, -0.814, -0.440], [-3.689, 0.855, -2.144], [-4.611, -2.144, -0.709], [-4.808, -0.915, -2.012], [-1.595, -0.557, -2.738], [0.514, -0.839, -2.239], [1.998, -1.118, -2.824], [1.672, -3.443, -3.781], [-1.410, -4.463, -4.130], [-3.335, -5.358, -2.347], [0.319, -6.160, 6.831], [0.416, -5.777, 8.166], [0.016, -4.506, 8.556], [-0.470, -3.609, 7.610], [-0.545, -3.985, 6.267], [-0.159, -5.267, 5.883], [-1.015, -3.023, 5.240], [-1.084, -3.351, 4.067], [-1.392, -1.652, 5.663], [-1.780, -0.722, 4.704], [-2.148, 0.561, 5.087], [-2.138, 0.915, 6.434], [-1.746, -0.008, 7.394], [-1.363, -1.291, 7.010], [-0.912, -2.259, 8.040], [-0.898, -1.950, 9.215], [0.623, -7.156, 6.530], [0.801, -6.471, 8.903], [0.088, -4.214, 9.597], [-0.227, -5.568, 4.845], [-1.793, -0.993, 3.658], [-2.446, 1.285, 4.337], [-2.432, 1.914, 6.735], [-1.735, 0.274, 8.440], [1.171, 1.741, -6.088], [1.059, 2.749, -7.043], [1.760, 3.937, -6.886], [2.567, 4.126, -5.768], [2.660, 3.126, -4.800], [1.970, 1.930, -4.969], [3.477, 3.332, -3.578], [3.559, 2.455, -2.736], [4.181, 4.623, -3.397], [4.906, 4.855, -2.230], [5.579, 6.055, -2.058], [5.540, 7.027, -3.054], [4.816, 6.804, -4.216], [4.127, 5.607, -4.387], [3.327, 5.393, -5.618], [3.288, 6.242, -6.487], [0.630, 0.810, -6.216], [0.425, 2.607, -7.911], [1.673, 4.716, -7.634], [2.050, 1.147, -4.227], [4.942, 4.101, -1.453], [6.138, 6.235, -1.147], [6.073, 7.962, -2.921], [4.785, 7.566, -4.987]], "mulliken_charge": [-0.4778, -0.8197, 0.0078, -0.5343, -0.4695, 0.2944, -0.0284, 0.0093, 0.3711, -0.6017, -0.5342, -0.0513, -0.0700, -0.4602, 0.2564, 0.3019, 0.2972, 0.3408, 0.2475, 0.3952, 0.3797, 0.2483, 0.4768, 0.2496, 0.3148, 0.3481, 0.2504, 0.3740, -0.4850, -0.4742, -0.5283, 0.1754, 0.0948, -0.5064, 0.5476, -0.7207, 0.2027, -0.6851, -0.3124, -0.4771, -0.6611, 0.3489, 0.5885, -0.6517, 0.3945, 0.4027, 0.4723, 0.4341, 0.3525, 0.4613, 0.4027, 0.4758, -0.1080, -0.6804, -0.5434, 0.3154, -0.0404, -0.4139, 0.5155, -0.6970, 0.1387, -0.4861, -0.4960, -0.4702, -0.5493, 0.1402, 0.5833, -0.6487, 0.2570, 0.3908, 0.4840, 0.6153, 0.4493, 0.3994, 0.4045, 0.4722]}

Record 3
{"formula": "C14H19N3O", "method": "ωB97M-V/def2-TZVPD", "e_homo_ev": -8.4, "gap_ev": 9.1, "multiplicity": 1, "smiles": "CCN(CC)CCc1nc(-c2ccccc2)no1", "symbols": ["C", "C", "N", "C", "C", "C", "C", "C", "N", "C", "C", "C", "C", "C", "C", "C", "N", "O", "H", "H", "H", "H", "H", "H", "H", "H", "H", "H", "H", "H", "H", "H", "H", "H", "H", "H", "H"], "positions_angstrom": [[-4.840, -0.625, -0.987], [-3.812, 0.347, -0.412], [-2.699, -0.367, 0.195], [-1.708, -0.790, -0.777], [-0.769, -1.861, -0.233], [-2.181, 0.239, 1.391], [-1.518, 1.637, 1.241], [-0.185, 1.565, 0.612], [0.802, 0.785, 0.934], [1.781, 1.130, 0.041], [3.079, 0.486, 0.005], [3.341, -0.582, 0.859], [4.575, -1.204, 0.826], [5.551, -0.764, -0.054], [5.292, 0.299, -0.906], [4.060, 0.924, -0.882], [1.405, 2.084, -0.772], [0.126, 2.380, -0.409], [-5.715, -0.080, -1.332], [-5.143, -1.331, -0.219], [-4.432, -1.184, -1.824], [-4.301, 0.942, 0.364], [-3.475, 1.036, -1.203], [-2.254, -1.208, -1.625], [-1.119, 0.062, -1.160], [-1.345, -2.634, 0.268], [-0.051, -1.440, 0.466], [-0.216, -2.309, -1.055], [-3.014, 0.342, 2.091], [-1.448, -0.436, 1.834], [-2.147, 2.308, 0.654], [-1.399, 2.053, 2.243], [2.570, -0.909, 1.540], [4.778, -2.032, 1.489], [6.516, -1.249, -0.075], [6.055, 0.638, -1.590], [3.839, 1.751, -1.539]], "mulliken_charge": [-1.3216, -0.5629, 0.2013, -0.2700, -1.2647, -1.2073, -0.4384, 0.4385, -0.3791, 0.4825, 0.3705, -0.2935, -0.6376, -0.3560, -0.5662, -0.5219, -0.6102, -0.1302, 0.4229, 0.3137, 0.3212, 0.4391, 0.2770, 0.4850, 0.2376, 0.3619, 0.1230, 0.4158, 0.4873, 0.4725, 0.2627, 0.3764, 0.4465, 0.3879, 0.3820, 0.3899, 0.4644]}

Record 4
{"formula": "C3H5N3S", "method": "ωB97M-V/def2-TZVPD", "e_homo_ev": -9.1, "gap_ev": 8.6, "multiplicity": 1, "smiles": "[H]/N=C\\N(C=S)/C=N\\[H]", "symbols": ["H", "N", "C", "N", "C", "S", "C", "N", "H", "H", "H", "H"], "positions_angstrom": [[-2.372, 1.263, -0.086], [-1.555, 1.901, -0.093], [-0.419, 1.395, -0.036], [-0.011, 0.022, -0.028], [-0.777, -1.083, 0.112], [-2.373, -1.234, -0.058], [1.450, -0.116, 0.094], [2.202, -1.088, -0.177], [1.737, -1.926, -0.538], [0.436, 2.025, -0.119], [-0.211, -1.940, 0.442], [1.892, 0.783, 0.486]], "mulliken_charge": [0.2188, -0.5947, 0.1514, -0.0009, -0.0999, -0.3468, 0.1475, -0.5853, 0.2379, 0.3080, 0.2296, 0.3345]}

| no. | strongest force on any atom (hartree/bohr) |
| --- | --- |
| 1 | 0.0263 |
| 2 | 0.0781 |
| 3 | 0.0223 |
| 4 | 0.0382 |